No. 1
The following is a quantum chemistry calculation of a structure of composition C21H31Cl5FeP2 at a distorted geometry, from OMol25.

electronic energy: -5065.9829 a.u.
2S+1: 5
gap between HOMO and LUMO (spin up / spin down): 6.15 / 7.83 eV

Element x y z (Å)
P1 0.146 -1.869 -2.848
P2 0.286 1.437 -2.683
C1 -0.207 -0.805 -4.323
C2 0.560 0.512 -4.273
H1 -1.300 -0.648 -4.350
H2 0.075 -1.388 -5.218
H3 1.650 0.364 -4.368
H4 0.244 1.183 -5.091
C3 -1.406 2.095 -3.034
H5 -1.669 2.803 -2.239
H6 -2.143 1.275 -3.049
H7 -1.426 2.616 -4.001
C4 1.359 2.856 -3.086
H8 1.022 3.360 -3.998
H9 2.383 2.485 -3.236
H10 1.339 3.559 -2.247
C5 -0.911 -3.286 -3.271
H11 -0.812 -4.037 -2.479
H12 -0.633 -3.727 -4.232
H13 -1.951 -2.935 -3.318
C6 1.851 -2.425 -3.262
H14 2.551 -1.573 -3.245
H15 1.888 -2.896 -4.256
H16 2.158 -3.161 -2.510
Fe1 0.089 -0.282 2.379
C7 0.727 1.319 0.936
C8 -0.649 1.156 0.818
C9 -1.409 0.356 -0.182
C10 -1.802 -1.078 0.247
C11 -0.722 -1.789 0.979
C12 0.658 -1.687 0.762
C13 1.364 -0.831 -0.230
C14 1.806 0.573 0.240
C15 0.497 -1.846 3.601
H17 1.069 2.202 1.481
H18 -1.266 1.902 1.327
H19 -0.856 0.274 -1.133
H20 -2.341 0.892 -0.422
H21 -2.676 -1.000 0.918
H22 -2.132 -1.636 -0.648
H23 -1.079 -2.580 1.648
H24 1.294 -2.457 1.204
H25 0.702 -0.678 -1.110
H26 2.261 -1.362 -0.597
H27 2.663 0.462 0.929
H28 2.177 1.117 -0.648
H29 1.306 -1.525 4.282
H30 0.788 -2.789 3.113
H31 -0.403 -2.030 4.213
Cl1 -2.861 0.065 3.633
C16 -1.601 0.845 4.526
C17 -0.291 0.770 4.071
C18 0.723 1.393 4.786
Cl2 2.351 1.319 4.214
C19 0.446 2.079 6.000
Cl3 1.707 2.787 6.902
C20 -0.888 2.154 6.464
Cl4 -1.249 2.985 7.912
C21 -1.923 1.532 5.725
Cl5 -3.534 1.597 6.278

***

No. 2
The following is a quantum chemistry calculation of a structure of composition C21H31F5P2Pb at a distorted geometry, from OMol25.

electronic energy: -2193.4556 a.u.
gap between HOMO and LUMO: 7.24 eV
energy above the lowest of the compared OMol25 structures with the same formula, charge and spin: 0.0 kcal/mol

Element x y z (Å)
P1 1.696 1.831 -0.849
P2 -0.322 -1.115 1.498
C1 0.382 0.456 -0.872
C2 -0.569 0.333 0.357
H1 0.836 -0.527 -1.134
H2 -0.215 0.711 -1.749
H3 -0.523 1.265 0.960
H4 -1.586 0.202 -0.021
C3 -0.618 -2.636 0.517
H5 -0.205 -3.480 1.088
H6 -0.125 -2.616 -0.461
H7 -1.692 -2.803 0.394
C4 -1.689 -1.062 2.678
H8 -2.550 -1.619 2.284
H9 -1.965 -0.021 2.894
H10 -1.328 -1.534 3.601
C5 2.332 1.698 -2.561
H11 3.319 2.187 -2.570
H12 1.663 2.206 -3.263
H13 2.458 0.641 -2.845
C6 0.775 3.389 -0.811
H14 0.006 3.354 -0.027
H15 0.332 3.623 -1.785
H16 1.509 4.172 -0.561
Pb1 2.458 -0.579 0.825
C7 -3.302 -0.057 -1.279
C8 -2.625 -1.084 -1.813
C9 -2.580 -1.360 -3.283
C10 -2.211 -0.148 -4.176
C11 -1.329 0.864 -3.544
C12 -1.779 1.908 -2.818
C13 -3.214 2.187 -2.538
C14 -4.056 0.972 -2.054
C15 3.918 1.053 1.406
H17 -3.515 -0.036 -0.200
H18 -2.319 -1.932 -1.204
H19 -3.564 -1.741 -3.602
H20 -1.867 -2.171 -3.484
H21 -1.698 -0.537 -5.066
H22 -3.129 0.315 -4.553
H23 -0.279 0.821 -3.830
H24 -1.120 2.742 -2.584
H25 -3.689 2.589 -3.448
H26 -3.302 2.990 -1.791
H27 -4.853 1.365 -1.406
H28 -4.574 0.523 -2.916
H29 3.838 1.341 2.467
H30 3.799 1.938 0.769
H31 4.924 0.624 1.253
F1 4.325 -2.517 2.213
C16 3.658 -2.154 3.354
C17 2.613 -1.257 3.259
C18 2.005 -0.924 4.454
F2 0.993 -0.015 4.467
C19 2.391 -1.487 5.695
F3 1.759 -1.159 6.838
C20 3.430 -2.400 5.743
F4 3.816 -2.947 6.921
C21 4.077 -2.737 4.566
F5 5.079 -3.644 4.597